Density functional theory data (ωB97M-V/def2-TZVPD) for C34H89ClN7O15V as an isolated structure.

Summary:
HOMO (spin up / spin down) = -11.84 / -11.84 eV
charge = +2
2S+1 = 3

Atoms and positions in Å:
O  0.258  -0.213  2.393
V  -1.289  -0.335  2.796
Cl  0.856  0.523  -0.764
O  -0.366  1.092  -0.258
O  1.906  1.416  -0.227
O  1.053  -0.818  -0.255
O  0.996  0.661  -2.189
C  6.939  -7.227  -1.863
O  6.398  -5.883  -1.667
C  5.913  -5.371  -2.812
C  5.461  -3.966  -2.728
N  5.021  -3.462  -4.046
C  4.580  -2.097  -3.912
C  3.245  -2.128  -3.170
O  2.211  -2.821  -3.909
C  0.919  -2.819  -3.227
H  7.858  -7.234  -2.449
H  6.375  -7.893  -2.516
H  7.254  -7.635  -0.902
H  5.122  -6.020  -3.189
H  6.658  -5.368  -3.608
H  6.310  -3.396  -2.352
H  4.778  -3.877  -1.884
H  4.251  -3.983  -4.440
H  4.394  -1.830  -4.952
H  5.273  -1.320  -3.587
H  2.777  -1.144  -3.182
H  3.359  -2.434  -2.130
H  0.366  -1.898  -3.412
H  0.927  -2.858  -2.138
H  0.258  -3.618  -3.561
C  5.771  -4.414  1.512
O  5.657  -3.014  1.262
C  4.389  -2.521  1.588
C  4.323  -1.010  1.479
N  5.330  -0.286  2.294
C  5.065  1.115  2.160
C  5.490  1.709  0.786
O  6.681  1.173  0.274
C  7.070  1.830  -0.946
H  5.891  -4.466  2.594
H  6.619  -4.821  0.962
H  4.906  -5.048  1.316
H  4.217  -2.808  2.626
H  3.625  -3.077  1.046
H  3.299  -0.814  1.795
H  4.387  -0.871  0.400
H  5.042  -0.563  3.222
H  5.502  1.584  3.042
H  3.987  1.233  2.264
H  5.649  2.774  0.950
H  4.775  1.401  0.023
H  7.981  1.306  -1.237
H  7.494  2.819  -0.771
H  6.259  1.774  -1.672
C  -8.560  -2.026  -1.502
O  -7.298  -1.362  -1.668
C  -6.755  -1.364  -2.925
C  -5.641  -0.260  -3.099
N  -6.227  1.057  -3.421
C  -5.201  2.006  -3.720
C  -4.046  2.335  -2.694
O  -3.187  1.214  -2.324
C  -2.206  0.785  -3.268
H  -8.420  -3.086  -1.288
H  -9.360  -1.824  -2.213
H  -9.114  -1.591  -0.670
H  -7.400  -1.550  -3.783
H  -6.175  -2.280  -3.038
H  -5.015  -0.601  -3.923
H  -4.989  -0.248  -2.225
H  -6.845  1.291  -2.657
H  -5.668  2.943  -4.026
H  -4.690  1.770  -4.653
H  -4.491  2.803  -1.816
H  -3.580  3.238  -3.090
H  -2.659  0.551  -4.232
H  -1.697  -0.089  -2.862
H  -1.466  1.563  -3.456
C  -0.225  -4.593  2.462
C  -0.450  -3.050  2.198
C  -1.712  -2.906  1.312
O  -1.791  -1.466  1.078
C  -2.820  -1.132  0.081
N  -0.720  -2.411  3.481
H  -1.177  -5.111  2.576
H  0.386  -4.879  3.318
H  0.086  -5.136  1.570
H  0.444  -2.721  1.668
H  -2.574  -3.299  1.851
H  -1.639  -3.514  0.410
H  -3.090  -0.078  0.012
H  -3.732  -1.654  0.371
H  -2.606  -1.414  -0.950
H  -1.270  -3.066  4.018
H  0.055  -2.605  4.099
C  -0.733  1.947  6.691
C  -0.945  1.933  5.173
C  -0.031  2.833  4.419
O  -0.300  2.844  2.981
C  0.684  3.594  2.185
N  -0.689  0.590  4.735
H  -0.865  2.970  7.045
H  0.270  1.586  6.914
H  -1.558  1.357  7.092
H  -1.959  2.280  4.976
H  0.986  2.573  4.712
H  -0.070  3.900  4.640
H  1.700  3.239  2.358
H  0.755  4.639  2.486
H  0.526  3.631  1.107
H  -1.102  0.174  5.558
H  0.280  0.344  4.878
C  0.412  4.903  -3.622
C  0.207  4.963  -2.090
C  -1.212  4.527  -1.596
O  -1.403  5.002  -0.312
C  -2.147  6.200  -0.149
N  1.239  4.255  -1.386
H  1.461  4.657  -3.786
H  0.321  5.879  -4.099
H  -0.151  4.084  -4.069
H  0.393  5.972  -1.722
H  -1.185  3.438  -1.619
H  -1.994  4.810  -2.300
H  -1.544  7.013  -0.551
H  -2.231  6.299  0.934
H  -3.196  6.204  -0.443
H  1.211  3.258  -1.539
H  0.647  4.234  -0.568
C  -3.651  3.547  2.578
C  -3.697  1.993  2.616
C  -4.833  1.379  1.874
O  -4.849  0.059  1.962
C  -5.845  -0.545  1.170
N  -2.408  1.460  2.213
H  -4.655  3.926  2.765
H  -3.357  3.806  1.561
H  -2.975  4.050  3.269
H  -3.966  1.702  3.632
H  -4.718  1.755  0.858
H  -5.727  1.820  2.314
H  -6.848  -0.400  1.571
H  -5.763  -1.624  1.040
H  -6.001  -0.078  0.197
H  -1.760  2.232  2.279
H  -2.668  1.502  1.239

Results of the Mulliken charge analysis, in e, for atoms 1 through 6: 0.12 0.30 0.60 -0.46 -0.65 -0.11



Density functional theory data (ωB97M-V/def2-TZVPD) for a 9-piece molecular cluster, C34H90N4O13 overall.

Summary:
HOMO = -8.65 eV
charge = 0
relative energy (zero: lowest compared OMol25 entry of this formula, charge and spin) = 1.234 eV

Atoms and positions in Å:
C  -10.753  7.076  24.301
C  -9.677  8.016  23.865
O  -9.222  7.488  22.561
H  -11.240  7.478  25.204
H  -10.272  6.139  24.411
H  -11.479  7.074  23.504
H  -8.848  8.137  24.506
H  -10.142  9.029  23.790
H  -8.493  8.062  22.161
C  -11.915  11.878  16.836
C  -13.160  12.759  17.228
O  -13.176  13.123  18.593
H  -10.983  12.470  16.854
H  -12.080  11.614  15.821
H  -11.823  11.008  17.495
H  -14.053  12.173  16.961
H  -13.166  13.685  16.651
H  -13.132  12.361  19.248
C  -5.767  13.019  17.288
C  -6.193  13.042  18.743
O  -5.237  12.319  19.524
H  -5.612  11.990  16.923
H  -4.820  13.566  17.304
H  -6.389  13.552  16.539
H  -7.150  12.522  18.907
H  -6.322  14.102  19.028
H  -5.050  11.472  19.052
C  -9.182  9.426  17.904
C  -10.039  9.329  19.209
O  -11.355  8.763  19.032
H  -8.222  9.893  18.009
H  -9.724  10.110  17.183
H  -9.099  8.431  17.420
H  -10.198  10.333  19.580
H  -9.445  8.845  19.993
H  -11.165  7.892  18.660
C  -6.670  5.946  13.531
C  -7.013  7.061  12.521
O  -6.319  8.251  12.927
H  -7.310  5.030  13.489
H  -6.904  6.459  14.490
H  -5.603  5.660  13.612
H  -8.085  7.236  12.421
H  -6.688  6.769  11.508
H  -6.114  8.793  12.128
C  -12.606  10.608  21.494
O  -12.935  11.944  21.054
C  -13.729  12.702  21.964
C  -14.032  14.086  21.498
N  -12.816  14.862  21.327
C  -13.107  16.134  20.758
C  -11.814  16.952  20.622
O  -10.933  16.235  19.832
C  -11.224  16.254  18.435
H  -12.238  10.044  20.657
H  -13.480  10.171  21.901
H  -11.864  10.575  22.298
H  -13.136  12.783  22.855
H  -14.642  12.195  22.167
H  -14.731  14.503  22.234
H  -14.596  14.102  20.574
H  -12.253  14.395  20.596
H  -13.830  16.605  21.449
H  -13.656  16.022  19.795
H  -11.382  17.044  21.620
H  -12.011  17.960  20.175
H  -11.592  15.266  18.108
H  -10.306  16.495  17.921
H  -11.998  16.975  18.173
C  -9.552  4.980  11.220
O  -10.610  4.853  12.131
C  -10.650  6.004  12.947
C  -11.883  5.915  13.891
N  -11.743  6.845  15.034
C  -11.600  8.271  14.673
C  -12.780  8.826  13.936
O  -14.027  8.522  14.654
C  -14.086  9.268  15.854
H  -8.606  4.565  11.627
H  -9.358  5.982  10.880
H  -9.769  4.408  10.338
H  -10.742  6.887  12.304
H  -9.707  6.057  13.448
H  -11.866  4.886  14.281
H  -12.811  6.089  13.285
H  -12.511  6.728  15.727
H  -10.683  8.403  14.070
H  -11.407  8.837  15.596
H  -12.943  8.565  12.910
H  -12.587  9.877  13.908
H  -13.221  9.131  16.458
H  -14.899  8.990  16.504
H  -14.340  10.345  15.643
C  -9.142  4.261  22.103
O  -9.591  4.316  20.730
C  -10.565  5.273  20.284
C  -10.633  5.119  18.755
N  -11.460  6.169  18.221
C  -12.873  6.068  18.587
C  -13.708  5.061  17.842
O  -13.924  5.752  16.581
C  -14.893  5.115  15.756
H  -9.916  3.953  22.750
H  -8.730  5.205  22.402
H  -8.366  3.490  22.141
H  -10.267  6.295  20.462
H  -11.574  5.083  20.800
H  -11.005  4.128  18.427
H  -9.600  5.247  18.368
H  -11.345  6.279  17.192
H  -13.329  7.018  18.352
H  -12.921  5.880  19.648
H  -14.663  5.005  18.425
H  -13.301  4.079  17.696
H  -15.848  5.036  16.305
H  -14.649  4.089  15.431
H  -15.068  5.809  14.936
C  -4.999  8.554  17.779
O  -5.219  9.166  19.014
C  -5.630  8.205  19.917
C  -5.952  8.767  21.283
N  -7.216  9.519  21.421
C  -7.257  10.609  22.347
C  -8.532  11.404  22.225
O  -8.580  12.120  21.043
C  -9.675  12.999  20.961
H  -4.152  7.820  17.856
H  -4.763  9.324  17.102
H  -5.905  8.031  17.415
H  -4.757  7.536  20.194
H  -6.419  7.601  19.538
H  -5.133  9.215  21.769
H  -6.053  7.844  21.879
H  -7.478  9.865  20.531
H  -6.428  11.295  22.202
H  -7.260  10.216  23.365
H  -8.619  12.119  23.031
H  -9.416  10.779  22.256
H  -10.652  12.468  21.048
H  -9.548  13.568  20.037
H  -9.673  13.739  21.832

Results of the Mulliken charge analysis, in e, for atoms 1 through 6: -1.35 0.01 -0.39 0.41 0.29 0.25



What max |F| values result from the calculations? In sequence: 0.102; 0.058 Eh/bohr.